[1]
Molecular formula: CH4S3
Method: DFT, the ωB97M-V functional and the def2-TZVPD basis

For the energy above the lowest of the compared OMol25 structures with the same formula, charge and spin, the calculation gives 88.4 kJ/mol. As for the total charge: 0. As for the SMILES: S=CS.S. The value obtained for the HOMO energy is -9.081 eV. For the largest force on an atom, the calculation gives 1.0 eV/Å. The HOMO-LUMO gap is 0.3169 Eh.

Each line ends with the Mulliken charge.
Element x y z (Å)
S: 0.170 2.230 0.186  -0.208
C: 0.285 1.072 -0.911  -0.202
S: 1.757 0.547 -1.641  -0.094
H: -0.557 0.506 -1.295  0.341
H: 2.446 1.404 -0.912  0.161
S: -1.420 -1.683 2.036  -0.264
H: -0.918 -1.156 0.872  0.121
H: -1.764 -2.920 1.665  0.145

---

[2]
Molecular formula: C24H24AsN3O9PtS
Method: DFT, the ωB97M-V functional and the def2-TZVPD basis

For the energy above the lowest of the compared OMol25 structures with the same formula, charge and spin, the calculation gives 0.0 kJ/mol. As for the total charge: 0. The value obtained for the HOMO energy is -7.798 eV. For the largest force on an atom, the calculation gives 1.0 eV/Å. The HOMO-LUMO gap is 0.2500 Eh.

Each line ends with the Mulliken charge.
Element x y z (Å)
Pt: 0.584 0.211 -0.026  0.536
O: 4.327 1.458 0.714  -0.679
C: 3.243 0.960 0.955  0.354
O: 2.173 1.355 0.312  -0.708
C: 3.105 -0.036 2.072  0.263
C: 4.060 0.065 3.067  -0.578
C: 4.035 -0.771 4.166  -0.551
C: 3.047 -1.725 4.304  -0.390
C: 2.085 -1.818 3.330  -0.015
C: 2.092 -1.035 2.134  0.745
O: 1.250 -1.303 1.194  -0.742
N: 1.018 -2.787 3.579  0.936
O: 1.314 -3.813 4.168  -0.617
O: -0.108 -2.503 3.231  -0.529
N: 5.049 -0.637 5.204  1.040
O: 4.995 -1.399 6.152  -0.640
O: 5.892 0.229 5.069  -0.632
H: 4.839 0.806 2.964  0.597
H: 3.014 -2.372 5.168  0.590
C: -2.188 -3.445 -3.002  -1.066
O: -2.719 -2.171 -2.666  -0.405
C: -2.139 -1.078 -3.201  0.836
C: -1.178 -1.107 -4.206  -0.706
C: -0.698 0.076 -4.748  -0.835
C: -1.171 1.300 -4.302  -0.737
C: -2.105 1.332 -3.282  -0.440
C: -2.569 0.159 -2.711  0.305
N: -3.545 0.267 -1.683  0.155
C: -3.837 -0.468 -0.621  -0.480
C: -3.159 -1.507 0.016  0.997
C: -3.942 -2.364 0.843  -0.881
C: -3.386 -3.443 1.454  -0.900
C: -2.004 -3.693 1.278  -0.503
C: -1.206 -2.861 0.545  -0.529
C: -1.742 -1.709 -0.075  1.051
O: -1.027 -0.855 -0.724  -0.391
H: -2.767 -4.165 -2.431  0.254
H: -1.137 -3.511 -2.714  0.406
H: -2.297 -3.650 -4.069  0.392
H: -0.806 -2.052 -4.571  0.443
H: 0.048 0.033 -5.530  0.404
H: -0.809 2.221 -4.737  0.474
H: -2.456 2.278 -2.888  0.347
H: -4.163 1.054 -1.819  0.359
H: -4.801 -0.203 -0.196  0.411
H: -5.002 -2.163 0.943  0.361
H: -3.983 -4.101 2.069  0.421
H: -1.561 -4.552 1.766  0.453
H: -0.144 -3.032 0.461  0.567
C: -0.392 5.299 -0.877  -1.105
As: 0.600 3.708 -0.432  0.907
C: 1.534 4.169 1.184  -0.951
C: 1.876 3.464 -1.845  -0.886
S: -0.792 2.096 -0.256  -0.665
H: 0.294 6.138 -0.982  0.404
H: -1.105 5.504 -0.081  0.372
H: -0.932 5.139 -1.808  0.332
H: 1.924 5.182 1.088  0.419
H: 2.340 3.461 1.336  0.150
H: 0.828 4.120 2.011  0.342
H: 2.408 4.400 -2.016  0.436
H: 1.334 3.165 -2.741  0.235
H: 2.561 2.680 -1.533  0.267

---

[3]
Molecular formula: C4H8NO
Method: DFT, the ωB97M-V functional and the def2-TZVPD basis

For the energy above the lowest of the compared OMol25 structures with the same formula, charge and spin, the calculation gives 497.1 kJ/mol. As for the total charge: +1. The value obtained for the HOMO energy is -14.415 eV. For the largest force on an atom, the calculation gives 5.9 eV/Å. The HOMO-LUMO gap is 0.3607 Eh.

Each line ends with the Mulliken charge.
Element x y z (Å)
C: -3.246 0.618 0.117  -0.521
C: -2.140 -0.233 0.281  -0.056
C: 0.461 -0.996 0.278  -0.118
C: 2.574 0.256 0.275  -0.712
N: 1.473 -0.355 -0.613  -0.009
O: -0.588 -0.291 -0.045  -0.154
H: -4.147 0.133 0.455  0.252
H: -2.437 -1.183 0.489  0.317
H: -3.149 1.607 -0.242  0.307
H: 2.090 1.052 0.756  0.327
H: 2.849 -0.606 1.010  0.352
H: 3.453 0.620 -0.372  0.324
H: 1.896 -0.967 -1.298  0.357
H: 0.910 0.344 -1.090  0.335